Record 1
{"formula": "C35H107N21O15", "method": "ωB97M-V/def2-TZVPD", "elements": ["C", "O", "N", "N", "H", "H", "H", "H", "C", "O", "N", "N", "H", "H", "H", "H", "C", "O", "N", "N", "H", "H", "H", "H", "C", "O", "N", "N", "H", "H", "H", "H", "C", "O", "N", "N", "H", "H", "H", "H", "C", "O", "N", "N", "H", "H", "H", "H", "C", "O", "N", "N", "H", "H", "H", "H", "C", "C", "C", "O", "C", "N", "H", "H", "H", "H", "H", "H", "H", "H", "H", "H", "H", "C", "C", "C", "O", "C", "N", "H", "H", "H", "H", "H", "H", "H", "H", "H", "H", "H", "C", "C", "C", "O", "C", "N", "H", "H", "H", "H", "H", "H", "H", "H", "H", "H", "H", "C", "C", "C", "O", "C", "N", "H", "H", "H", "H", "H", "H", "H", "H", "H", "H", "H", "C", "C", "C", "O", "C", "N", "H", "H", "H", "H", "H", "H", "H", "H", "H", "H", "H", "C", "C", "C", "O", "C", "N", "H", "H", "H", "H", "H", "H", "H", "H", "H", "H", "H", "C", "C", "C", "O", "C", "N", "H", "H", "H", "H", "H", "H", "H", "H", "H", "H", "H", "O", "H", "H"], "xyz": [[3.62, -3.64, 1.53], [4.80, -3.34, 1.37], [3.16, -4.89, 1.84], [2.60, -2.77, 1.31], [2.19, -5.01, 2.07], [3.82, -5.64, 1.79], [1.66, -3.06, 1.51], [2.87, -1.84, 1.02], [-3.60, -3.76, -1.88], [-2.76, -4.65, -2.00], [-4.83, -3.87, -2.46], [-3.41, -2.59, -1.23], [-5.40, -3.05, -2.45], [-5.01, -4.59, -3.13], [-4.22, -2.02, -1.11], [-2.56, -2.34, -0.75], [0.92, -5.70, -1.49], [1.98, -5.85, -0.89], [0.51, -6.46, -2.56], [0.02, -4.73, -1.24], [-0.31, -6.19, -3.06], [1.06, -7.26, -2.81], [0.14, -4.10, -0.46], [-0.94, -4.83, -1.56], [3.73, 3.15, 0.18], [3.70, 4.34, -0.17], [4.06, 2.15, -0.65], [3.40, 2.68, 1.40], [4.03, 1.22, -0.25], [4.22, 2.31, -1.63], [3.01, 3.36, 2.03], [3.30, 1.69, 1.58], [-3.29, 0.82, -4.38], [-3.04, 1.09, -5.56], [-2.73, 1.40, -3.30], [-4.16, -0.17, -4.10], [-1.93, 2.00, -3.38], [-3.07, 1.13, -2.38], [-4.36, -0.36, -3.13], [-4.74, -0.58, -4.81], [3.32, -1.73, -1.94], [3.51, -0.93, -1.02], [3.66, -1.47, -3.23], [2.66, -2.90, -1.77], [3.35, -2.05, -3.98], [3.86, -0.50, -3.42], [2.78, -3.63, -2.45], [2.51, -3.20, -0.82], [-1.17, -3.93, 2.00], [0.02, -3.95, 1.66], [-1.56, -2.99, 2.92], [-2.16, -4.70, 1.54], [-0.75, -2.55, 3.34], [-2.38, -3.03, 3.50], [-2.00, -5.20, 0.67], [-3.05, -4.62, 1.99], [2.31, 2.34, 5.81], [2.68, 3.16, 7.04], [1.52, 3.35, 8.03], [0.45, 4.07, 7.48], [0.48, 5.49, 7.64], [3.81, 2.53, 7.75], [3.19, 2.16, 5.20], [1.56, 2.89, 5.24], [1.82, 1.40, 6.07], [3.01, 4.16, 6.73], [1.90, 3.71, 9.00], [1.14, 2.36, 8.28], [0.71, 5.69, 8.69], [-0.52, 5.85, 7.44], [1.17, 6.01, 6.98], [4.70, 2.77, 7.33], [3.89, 2.97, 8.67], [1.91, -4.60, -5.35], [1.37, -3.96, -6.63], [0.36, -2.84, -6.41], [-0.81, -3.34, -5.80], [-1.64, -2.29, -5.35], [2.54, -3.39, -7.27], [2.64, -4.04, -4.78], [2.27, -5.62, -5.49], [1.03, -4.83, -4.73], [1.02, -4.79, -7.26], [0.14, -2.36, -7.38], [0.81, -2.00, -5.87], [-2.64, -2.71, -5.24], [-1.76, -1.44, -6.03], [-1.46, -1.98, -4.31], [3.18, -4.12, -7.58], [2.42, -2.78, -8.06], [-5.37, 2.82, -0.82], [-4.12, 2.15, -0.16], [-4.20, 2.11, 1.35], [-2.98, 1.61, 1.86], [-2.45, 2.16, 3.03], [-4.03, 0.78, -0.70], [-5.12, 2.80, -1.88], [-5.49, 3.87, -0.52], [-6.34, 2.40, -0.55], [-3.23, 2.67, -0.54], [-5.11, 1.62, 1.70], [-4.26, 3.11, 1.79], [-2.86, 1.84, 3.99], [-2.47, 3.25, 3.05], [-1.40, 1.86, 3.08], [-3.24, 0.38, -0.18], [-4.85, 0.23, -0.48], [0.11, 3.85, -0.34], [0.29, 5.30, -0.81], [-0.98, 6.14, -0.86], [-0.63, 7.46, -1.22], [-1.75, 8.35, -1.30], [1.33, 5.94, 0.02], [-0.34, 3.27, -1.15], [-0.47, 3.66, 0.56], [1.09, 3.42, -0.13], [0.53, 5.21, -1.88], [-1.55, 6.05, 0.07], [-1.62, 5.68, -1.63], [-2.47, 8.14, -0.51], [-2.13, 8.24, -2.31], [-1.31, 9.28, -0.93], [2.21, 5.45, -0.20], [1.50, 6.83, -0.45], [0.26, -3.88, 6.28], [-0.50, -2.63, 6.62], [-1.96, -2.80, 6.20], [-2.78, -1.64, 6.29], [-2.37, -0.51, 5.52], [-0.35, -2.26, 8.05], [-0.25, -4.85, 6.37], [1.18, -4.02, 6.83], [0.51, -3.96, 5.21], [-0.14, -1.74, 6.11], [-2.50, -3.62, 6.66], [-1.95, -3.10, 5.13], [-3.07, 0.29, 5.74], [-2.29, -0.80, 4.47], [-1.38, -0.11, 5.75], [-0.85, -2.91, 8.65], [-0.93, -1.43, 8.16], [1.41, 2.07, -7.78], [0.79, 0.96, -6.92], [0.72, 1.42, -5.47], [1.99, 1.85, -5.00], [2.01, 2.06, -3.62], [-0.49, 0.59, -7.53], [2.34, 2.52, -7.44], [0.63, 2.80, -8.00], [1.69, 1.58, -8.72], [1.40, 0.05, -7.01], [0.41, 0.52, -4.93], [0.00, 2.24, -5.35], [1.40, 2.95, -3.40], [2.99, 2.24, -3.20], [1.60, 1.18, -3.10], [-1.09, 0.58, -6.71], [-0.86, 1.30, -8.15], [-0.36, -0.40, -1.34], [-0.37, -0.76, 0.14], [0.75, -0.07, 0.94], [0.72, -0.40, 2.33], [1.79, 0.10, 3.09], [-1.73, -0.67, 0.70], [0.60, -0.40, -1.86], [-0.81, 0.59, -1.45], [-1.05, -1.02, -1.91], [-0.14, -1.83, 0.22], [0.55, 1.01, 0.90], [1.70, -0.40, 0.53], [1.65, -0.10, 4.15], [1.82, 1.20, 2.99], [2.77, -0.19, 2.70], [-1.87, 0.30, 0.97], [-1.66, -1.17, 1.58], [4.87, -0.15, 1.67], [5.78, 0.08, 1.90], [4.92, -1.09, 1.43]], "mulliken_charge": [0.653, -0.750, -0.301, 0.405, 0.157, 0.231, 0.205, -0.767, 0.535, -0.785, -0.441, 0.086, 0.104, 0.271, 0.156, -0.205, 0.326, -0.665, -0.349, 0.460, 0.151, 0.228, -0.498, 0.338, 0.562, -0.841, -0.238, -0.139, 0.146, 0.276, 0.213, -0.068, 0.414, -0.758, 0.217, -0.154, 0.112, -0.136, 0.064, 0.251, 0.295, -0.340, -0.413, 0.395, 0.042, 0.217, 0.267, -0.386, 0.416, -0.610, -0.063, -0.325, -0.236, 0.222, 0.220, 0.166, -1.202, 0.638, -0.954, -0.260, -0.771, -0.770, 0.359, 0.335, 0.144, 0.263, 0.464, 0.351, 0.336, 0.242, 0.281, 0.272, 0.253, -1.379, 0.526, 0.030, -0.468, -0.303, -0.677, 0.285, 0.430, 0.132, 0.236, 0.452, -0.247, 0.302, 0.380, -0.130, 0.232, 0.185, -1.690, 1.059, -1.050, -0.144, -0.736, -0.098, 0.378, 0.425, 0.375, -0.191, 0.227, 0.481, 0.146, 0.467, 0.042, -0.084, 0.389, 0.615, 0.752, -0.933, -0.329, -0.807, -0.763, -0.258, 0.314, -0.867, -0.070, 0.453, 0.332, 0.312, 0.285, 0.279, 0.329, 0.358, -1.455, 1.512, 0.109, -0.463, -0.417, -0.844, 0.322, 0.438, 0.198, -0.488, 0.396, -0.484, 0.284, 0.156, 0.290, 0.272, 0.275, -1.623, 0.606, -0.172, -0.484, 0.382, -0.507, 0.344, 0.342, 0.434, 0.051, 0.237, 0.181, 0.328, -0.038, -0.345, 0.031, 0.268, 0.078, 3.806, -0.216, 0.643, -0.711, 0.000, -0.380, -0.103, -0.523, -1.972, 0.342, -0.397, 0.226, 0.192, -0.043, 0.074, -0.377, -0.514, 0.237, 0.206], "lumo_energy_ev": -0.24, "energy_ha": -3676.36137, "homo_lumo_gap_ev": 8.53, "relative_energy_kcal_mol": 0.0}

Record 2
{"formula": "C35H15B5N3O40Y", "method": "ωB97M-V/def2-TZVPD", "elements": ["Y", "O", "C", "O", "B", "O", "C", "O", "O", "C", "O", "C", "O", "O", "O", "C", "O", "B", "O", "C", "O", "O", "C", "O", "C", "O", "O", "O", "C", "O", "B", "O", "C", "O", "O", "C", "O", "C", "O", "O", "O", "C", "O", "B", "O", "C", "O", "O", "C", "O", "C", "O", "O", "O", "C", "O", "B", "O", "C", "O", "O", "C", "O", "C", "O", "O", "N", "C", "C", "C", "C", "C", "H", "H", "H", "H", "H", "N", "C", "C", "C", "C", "C", "H", "H", "H", "H", "H", "N", "C", "C", "C", "C", "C", "H", "H", "H", "H", "H"], "xyz": [[0.14, -0.26, -0.27], [-2.06, 0.83, 0.02], [-3.04, 1.38, 0.48], [-3.97, 0.79, 1.16], [-5.01, 1.78, 1.59], [-4.51, 3.07, 1.04], [-3.41, 2.87, 0.38], [-2.74, 3.69, -0.19], [-5.05, 1.80, 3.05], [-6.29, 1.57, 3.47], [-6.67, 1.48, 4.58], [-7.14, 1.31, 2.20], [-6.35, 1.44, 1.14], [-8.31, 1.11, 2.17], [5.33, 6.16, 0.04], [5.20, 5.00, -0.14], [4.64, 4.12, 0.67], [4.68, 2.78, 0.09], [5.36, 2.93, -1.20], [5.68, 4.21, -1.38], [6.22, 4.67, -2.33], [5.41, 1.84, 0.98], [4.61, 0.86, 1.35], [4.85, -0.03, 2.10], [3.24, 1.11, 0.70], [3.32, 2.19, -0.03], [2.27, 0.40, 0.73], [-1.53, -1.94, -0.07], [-2.45, -2.72, -0.14], [-2.44, -3.96, 0.18], [-3.75, -4.56, -0.22], [-4.49, -3.48, -0.90], [-3.78, -2.37, -0.84], [-4.05, -1.31, -1.32], [-4.48, -5.11, 0.93], [-4.70, -6.41, 0.74], [-5.25, -7.15, 1.49], [-4.11, -6.78, -0.63], [-3.53, -5.70, -1.13], [-4.09, -7.87, -1.11], [1.95, -0.66, -1.77], [2.94, -0.64, -2.48], [3.89, 0.22, -2.44], [4.93, -0.10, -3.48], [4.38, -1.28, -4.17], [3.27, -1.68, -3.60], [2.58, -2.59, -3.93], [6.20, -0.46, -2.83], [7.08, 0.52, -3.01], [8.19, 0.57, -2.58], [6.46, 1.48, -4.06], [5.26, 0.97, -4.40], [6.97, 2.44, -4.51], [-4.30, 0.22, 7.06], [-3.45, 0.75, 6.43], [-2.37, 0.17, 5.90], [-1.62, 1.13, 5.10], [-2.21, 2.43, 5.43], [-3.29, 2.28, 6.18], [-4.00, 3.13, 6.60], [-0.17, 1.07, 5.39], [0.47, 0.77, 4.28], [1.65, 0.67, 4.13], [-0.56, 0.64, 3.16], [-1.73, 0.89, 3.62], [-0.27, 0.26, 2.04], [-0.77, -0.69, -2.47], [-1.74, 0.06, -2.99], [-2.37, -0.19, -4.19], [-1.92, -1.26, -4.94], [-0.90, -2.04, -4.44], [-0.40, -1.75, -3.18], [-2.03, 0.95, -2.43], [-3.11, 0.51, -4.56], [-2.23, -1.42, -5.97], [-0.48, -2.90, -4.96], [0.38, -2.38, -2.78], [0.46, 1.94, -1.00], [0.92, 2.29, -2.21], [1.17, 3.58, -2.63], [0.90, 4.61, -1.75], [0.36, 4.30, -0.52], [0.22, 2.97, -0.18], [1.04, 1.50, -2.94], [1.52, 3.71, -3.64], [1.00, 5.66, -2.02], [0.03, 5.08, 0.14], [-0.25, 2.77, 0.78], [1.10, -2.33, 0.83], [0.84, -3.56, 0.39], [1.25, -4.71, 1.02], [2.07, -4.62, 2.14], [2.33, -3.34, 2.61], [1.90, -2.24, 1.89], [0.19, -3.66, -0.48], [1.03, -5.69, 0.61], [2.35, -5.51, 2.68], [2.91, -3.29, 3.52], [2.19, -1.26, 2.25]], "mulliken_charge": [2.089, -0.200, 0.357, -0.461, 1.084, -0.480, 0.329, -0.616, -0.339, 0.622, -0.578, 0.423, -0.613, -0.582, -0.605, 0.391, -0.718, 1.034, -0.183, 0.539, -0.593, -0.426, 0.021, -0.601, 0.485, -0.113, 0.275, -0.175, 0.484, -0.711, 1.323, -0.642, 0.304, -0.518, -0.538, 0.615, -0.586, 0.600, -0.527, -0.598, 0.440, 0.188, -0.261, 1.043, -0.458, 0.033, -0.605, -0.576, 0.689, -0.615, 0.603, -0.555, -0.571, -0.591, 0.643, -0.590, 1.271, -0.578, 0.655, -0.598, -0.543, 0.283, -0.539, 0.430, -0.567, -0.062, 1.258, -0.383, -0.934, -0.529, -1.145, -0.486, 0.219, 0.505, 0.400, 0.533, 0.552, 1.432, -0.398, -1.155, -0.722, -0.952, -0.139, 0.333, 0.519, 0.478, 0.543, 0.241, 0.582, -0.024, -1.127, -0.351, -1.234, -0.333, 0.373, 0.457, 0.403, 0.466, 0.478], "charge": -2, "lumo_energy_ev": 2.50, "energy_ha": -4680.87839, "homo_lumo_gap_ev": 8.65, "relative_energy_kcal_mol": 0.0}

Record 3
{"formula": "C35H17BF15GeN9OS2W", "method": "ωB97M-V/def2-TZVPD", "elements": ["W", "C", "C", "N", "N", "C", "B", "N", "C", "C", "C", "N", "N", "C", "C", "C", "N", "H", "H", "H", "H", "H", "H", "H", "H", "H", "H", "N", "C", "S", "N", "N", "C", "C", "C", "C", "C", "C", "C", "O", "H", "H", "H", "H", "H", "H", "H", "F", "C", "C", "C", "F", "C", "F", "C", "F", "C", "F", "Ge", "S", "C", "C", "F", "C", "F", "C", "F", "C", "F", "C", "F", "C", "C", "F", "C", "F", "C", "F", "C", "F", "C", "F"], "xyz": [[1.62, 0.91, 0.01], [1.65, 4.66, -2.46], [1.41, 3.29, -2.24], [1.95, 2.85, -1.09], [2.53, 3.93, -0.52], [2.44, 4.96, -1.38], [3.30, 3.92, 0.85], [4.21, 2.73, 0.93], [5.46, 2.71, 1.47], [5.89, 1.38, 1.57], [4.87, 0.62, 1.03], [3.85, 1.44, 0.68], [2.10, 3.46, 1.82], [1.91, 3.88, 3.11], [1.03, 3.04, 3.75], [0.67, 2.03, 2.82], [1.40, 2.25, 1.67], [1.40, 5.29, -3.32], [0.82, 2.63, -2.88], [3.00, 5.88, -1.15], [3.77, 4.97, 1.18], [6.01, 3.61, 1.75], [6.88, 1.11, 1.92], [4.81, -0.47, 0.93], [2.39, 4.77, 3.47], [0.56, 3.10, 4.73], [-0.09, 1.28, 2.92], [3.99, -2.30, -2.04], [3.21, -1.40, -1.42], [2.19, -0.16, -2.26], [3.14, -1.49, -0.08], [2.12, -0.81, 0.50], [2.06, -0.85, 1.92], [0.96, -1.33, 2.70], [-0.34, -1.61, 2.35], [-1.26, -2.13, 3.28], [-0.99, -2.28, 4.66], [0.29, -2.17, 5.09], [1.34, -1.79, 4.07], [2.53, -1.83, 4.44], [3.90, -2.51, -3.03], [4.64, -2.84, -1.48], [3.01, -0.62, 2.40], [-0.64, -1.53, 1.31], [-2.28, -2.31, 2.94], [-1.75, -2.44, 5.38], [0.67, -2.32, 6.08], [-4.92, -2.11, -1.96], [-4.97, -1.47, -0.76], [-3.76, -1.06, -0.17], [-3.85, -0.69, 1.16], [-2.74, -0.41, 1.84], [-5.03, -0.67, 1.90], [-4.98, -0.31, 3.18], [-6.22, -0.87, 1.19], [-7.41, -0.71, 1.84], [-6.21, -1.31, -0.16], [-7.33, -1.62, -0.78], [-2.09, -0.87, -1.21], [-0.72, 0.89, -0.02], [-1.36, -2.66, -1.53], [-1.63, -3.79, -0.78], [-2.65, -3.68, 0.12], [-0.91, -4.96, -0.82], [-1.22, -6.06, -0.10], [0.09, -5.05, -1.81], [0.69, -6.27, -1.90], [0.37, -3.98, -2.68], [1.41, -4.00, -3.51], [-0.43, -2.84, -2.57], [-0.13, -1.77, -3.28], [-2.81, 0.10, -2.79], [-3.18, 1.45, -2.72], [-3.12, 2.09, -1.51], [-3.58, 2.23, -3.83], [-3.77, 3.54, -3.68], [-3.57, 1.59, -5.10], [-3.80, 2.33, -6.20], [-3.36, 0.18, -5.20], [-3.53, -0.41, -6.40], [-3.02, -0.50, -4.06], [-2.87, -1.85, -4.10]], "mulliken_spin": [1.578, 0.000, -0.011, 0.037, -0.010, 0.005, -0.010, -0.008, 0.014, -0.005, 0.006, 0.018, 0.011, 0.030, -0.008, 0.037, -0.007, 0.000, 0.000, 0.001, 0.000, 0.001, 0.000, 0.001, 0.002, 0.000, 0.006, -0.013, 0.002, -0.002, 0.018, -0.086, -0.128, 0.005, -0.071, 0.233, -0.094, 0.164, 0.025, 0.213, 0.001, 0.002, -0.027, -0.062, 0.052, -0.007, 0.004, 0.000, 0.002, -0.007, 0.012, -0.002, 0.002, 0.000, 0.000, 0.000, 0.001, 0.000, 0.022, -0.014, 0.013, -0.002, 0.001, 0.000, 0.000, 0.003, 0.000, -0.006, -0.001, 0.013, 0.003, 0.031, 0.004, 0.001, -0.003, 0.000, 0.002, 0.000, 0.000, 0.000, 0.006, 0.001], "spin_multiplicity": 3, "lumo_energy_ev": [-0.90, -1.41], "energy_ha": -6375.14808, "homo_lumo_gap_ev": [6.18, 6.12], "relative_energy_kcal_mol": 0.0}

Record 4
{"formula": "C35H18F4O6", "method": "ωB97M-V/def2-TZVPD", "elements": ["O", "C", "C", "C", "C", "O", "C", "C", "F", "F", "F", "C", "F", "H", "H", "C", "C", "C", "C", "C", "C", "C", "O", "C", "C", "C", "C", "C", "C", "C", "O", "H", "H", "H", "H", "H", "H", "H", "H", "C", "C", "C", "C", "C", "C", "C", "O", "C", "C", "C", "C", "C", "C", "C", "O", "H", "H", "H", "H", "H", "H", "H", "H"], "xyz": [[-9.58, 6.58, -0.16], [-9.12, 5.33, -0.39], [-9.75, 3.97, 0.35], [-9.90, 2.71, -0.48], [-9.43, 2.87, -2.08], [-10.14, 2.36, -3.10], [-8.02, 3.75, -2.29], [-6.84, 3.30, -3.34], [-6.68, 4.24, -4.48], [-5.55, 3.23, -2.56], [-7.17, 1.89, -3.78], [-7.88, 5.01, -1.46], [-6.66, 5.86, -1.60], [-10.02, 4.02, 1.49], [-10.31, 1.69, -0.03], [3.18, 2.01, 0.62], [2.61, 0.75, 0.80], [1.43, 0.42, 0.14], [0.80, 1.36, -0.69], [1.36, 2.63, -0.85], [2.56, 2.95, -0.21], [0.68, 3.64, -1.69], [1.17, 4.75, -1.83], [-0.60, 3.29, -2.34], [-1.28, 4.26, -3.09], [-2.48, 3.94, -3.72], [-3.00, 2.65, -3.62], [-2.33, 1.68, -2.87], [-1.13, 2.01, -2.22], [-0.44, 0.99, -1.40], [-0.90, -0.14, -1.30], [4.11, 2.27, 1.12], [3.09, 0.03, 1.45], [0.99, -0.57, 0.28], [3.00, 3.93, -0.34], [-0.88, 5.27, -3.18], [-3.01, 4.69, -4.30], [-3.93, 2.40, -4.11], [-2.74, 0.68, -2.78], [1.59, -4.17, 1.56], [1.65, -5.57, 1.62], [2.84, -6.21, 1.98], [3.98, -5.45, 2.27], [3.93, -4.06, 2.18], [2.73, -3.42, 1.84], [5.14, -3.25, 2.44], [5.10, -2.03, 2.37], [6.41, -3.94, 2.77], [7.58, -3.19, 2.95], [8.78, -3.84, 3.28], [8.81, -5.22, 3.42], [7.64, -5.97, 3.23], [6.44, -5.33, 2.89], [5.23, -6.13, 2.66], [5.26, -7.35, 2.78], [0.67, -3.68, 1.29], [0.76, -6.16, 1.39], [2.87, -7.29, 2.02], [2.69, -2.33, 1.79], [7.56, -2.11, 2.84], [9.68, -3.25, 3.42], [9.74, -5.72, 3.68], [7.68, -7.05, 3.35]], "nbo_charge": [-0.454, 0.465, -0.253, -0.237, 0.519, -0.466, -0.234, 0.989, -0.313, -0.332, -0.329, 0.406, -0.310, 0.274, 0.280, -0.192, -0.196, -0.173, -0.064, -0.148, -0.149, 0.543, -0.527, -0.157, -0.148, -0.195, -0.185, -0.175, -0.057, 0.511, -0.534, 0.222, 0.229, 0.232, 0.240, 0.240, 0.221, 0.222, 0.238, -0.194, -0.192, -0.148, -0.149, -0.057, -0.171, 0.530, -0.536, -0.156, -0.148, -0.194, -0.190, -0.181, -0.050, 0.524, -0.525, 0.224, 0.222, 0.241, 0.229, 0.240, 0.221, 0.221, 0.242], "lumo_energy_ev": -2.60, "energy_ha": -2195.18375, "smiles": "O=C1C=CC(=O)C(C(F)(F)F)=C1F.O=C1c2ccccc2C(=O)c2ccccc21.O=C1c2ccccc2C(=O)c2ccccc21", "homo_lumo_gap_ev": 7.06}